Arrangement i

C14H28Cl14 as an isolated structure. Source: OMol25; level of theory: wB97M-V/def2-TZVPD.

Cartesian coordinates (Å):
Cl 1.609 -1.221 -0.012
Cl 2.232 1.491 1.046
Cl -1.920 1.005 -2.939
Cl 0.602 -1.368 4.137
Cl 3.083 0.146 -2.075
Cl -2.955 -2.723 -1.170
Cl -3.950 1.038 -0.296
Cl 2.442 4.405 -2.271
Cl -0.107 -2.310 -3.046
Cl 5.532 4.086 0.343
Cl -1.355 2.781 3.771
Cl -1.493 -0.976 0.921
Cl -0.269 -4.393 1.139
Cl -4.369 1.644 2.986
C -0.773 -0.057 -0.392
C 0.040 -2.918 3.448
C 3.899 3.301 0.120
C -0.169 -3.117 -1.456
C -1.504 -3.796 -1.198
C -3.444 -0.486 -1.064
C 0.695 0.232 -0.104
C 3.784 2.337 1.275
C -2.936 1.498 1.943
C 2.220 1.722 -1.956
C -1.632 1.402 2.653
C 2.948 2.789 -2.845
C 0.181 -2.908 1.934
C -3.165 -0.304 -2.563
H 0.716 0.767 0.845
H 1.242 1.588 -2.418
H -1.748 -4.550 -1.947
H -2.878 2.245 1.152
H 3.153 4.095 0.093
H 3.598 2.862 2.212
H 4.032 2.742 -2.732
H 3.956 2.909 -0.896
H -0.763 1.229 2.018
H -2.509 -0.807 -0.604
H 1.216 -2.593 1.799
H -1.733 0.480 3.225
H -0.905 -0.591 -1.333
H -4.067 -0.051 -3.120
H 4.610 1.661 1.497
H 0.169 -2.438 -0.674
H 1.113 0.772 -0.953
H -4.231 -1.181 -0.774
H -1.284 0.905 -0.449
H -1.519 -4.385 -0.280
H 0.461 -3.989 -1.630
H -2.848 -1.223 -3.056
H -0.440 -2.172 1.425
H 2.082 2.015 -0.915
H -3.124 0.540 1.457
H 0.651 -3.735 3.830
H -0.967 -3.110 3.817
H 2.792 2.718 -3.921

Summary:
Spin multiplicity: 1
Total charge: 0
Gap between HOMO and LUMO in eV: 9.78



Arrangement ii

A 7-piece molecular cluster, C14H28Cl14 overall. Source: OMol25; level of theory: wB97M-V/def2-TZVPD.

Cartesian coordinates (Å):
Cl 4.585 -1.946 3.217
Cl -1.128 -0.482 -0.351
Cl -5.543 2.165 1.838
Cl -0.570 1.924 2.280
Cl -2.281 -4.481 -0.819
Cl 2.107 3.141 4.264
Cl -3.083 2.351 -1.710
Cl 6.182 0.859 2.082
Cl -4.104 -1.853 -1.809
Cl 1.621 3.322 -4.352
Cl -2.379 3.882 -5.831
Cl 2.106 0.396 -0.097
Cl 2.724 -4.199 0.696
Cl -0.635 -2.750 2.883
C -0.137 0.208 -1.680
C 0.564 -3.874 2.212
C 1.850 1.577 3.380
C -4.112 2.394 0.775
C 5.319 -1.795 1.612
C -3.246 -3.460 0.294
C 1.349 -3.185 1.149
C 0.927 1.153 -1.158
C 0.443 1.064 3.434
C 0.247 4.166 -5.105
C 6.505 -0.846 1.547
C -4.453 1.968 -0.650
C -4.449 -2.795 -0.343
C -0.731 3.165 -5.684
H 0.729 -2.991 0.275
H 7.350 -1.216 2.120
H 0.475 2.005 -0.641
H 2.168 1.700 2.348
H -4.870 -2.114 0.410
H -2.583 -2.717 0.704
H 0.001 1.228 4.403
H 1.204 -4.225 3.018
H 1.728 -2.238 1.506
H -5.244 -3.515 -0.540
H 0.018 -4.725 1.824
H -3.294 1.819 1.195
H 0.633 4.810 -5.885
H 2.508 0.830 3.823
H -0.230 4.775 -4.350
H -0.805 0.710 -2.369
H -3.808 3.444 0.799
H 1.451 1.640 -1.990
H -4.587 0.893 -0.729
H -0.436 2.841 -6.681
H 0.317 -0.645 -2.182
H 4.531 -1.459 0.946
H -3.595 -4.125 1.074
H -5.330 2.479 -1.015
H 0.398 0.014 3.157
H -0.810 2.263 -5.084
H 5.588 -2.796 1.283
H 6.814 -0.754 0.509

Summary:
Spin multiplicity: 1
Total charge: 0
Gap between HOMO and LUMO in eV: 10.86



Decreasing stability: arrangement ii, arrangement i



Arrangement i

A 2-piece molecular cluster, C5H14 overall. Source: OMol25; level of theory: wB97M-V/def2-TZVPD.

Cartesian coordinates (Å):
C 3.066 1.131 0.554
C -1.115 -1.023 -0.182
C -2.129 -0.724 -1.292
C -1.854 -0.861 1.139
C 1.853 1.312 -0.378
H 2.046 0.791 -1.293
H 2.956 0.342 1.312
H -0.317 -0.306 -0.325
H -0.632 -1.999 -0.179
H -2.782 -0.289 1.212
H 3.889 0.653 0.017
H 3.257 2.035 1.124
H -1.837 -0.855 -2.337
H 1.637 2.347 -0.615
H -1.200 -0.452 1.913
H 0.974 0.928 0.130
H -2.633 0.210 -1.060
H -2.980 -1.423 -1.284
H -2.200 -1.816 1.545

Summary:
Spin multiplicity: 1
Total charge: 0
Gap between HOMO and LUMO in eV: 12.08



Arrangement ii

A 2-piece molecular cluster, C5H14 overall. Source: OMol25; level of theory: wB97M-V/def2-TZVPD.

Cartesian coordinates (Å):
C -0.839 -1.038 -2.055
C -1.104 -1.323 -0.566
C 2.288 0.976 1.812
C 1.495 1.448 0.602
C -2.124 -0.358 0.093
H -2.874 -0.937 0.626
H 0.208 -0.782 -2.260
H 0.424 1.424 0.794
H -1.666 0.335 0.788
H 1.739 2.431 0.206
H -1.426 -2.346 -0.381
H 1.661 0.743 -0.214
H -1.038 -1.903 -2.686
H -2.678 0.209 -0.657
H 3.332 0.827 1.551
H 1.926 -0.015 2.097
H 2.238 1.668 2.657
H -0.162 -1.197 -0.040
H -1.399 -0.163 -2.365

Summary:
Spin multiplicity: 1
Total charge: 0
Gap between HOMO and LUMO in eV: 12.41



Decreasing stability: arrangement ii, arrangement i



Arrangement i

A 2-piece molecular cluster, C5H14 overall. Source: OMol25; level of theory: wB97M-V/def2-TZVPD.

Cartesian coordinates (Å):
C 1.511 -2.729 1.152
C 1.329 -1.403 1.844
C 0.263 -0.487 1.279
C -1.785 2.614 -1.382
C -1.006 1.708 -2.356
H 2.425 -3.199 1.483
H -2.866 2.678 -1.703
H 1.150 -1.490 2.943
H -0.734 -0.993 1.407
H -1.499 0.746 -2.575
H 2.329 -0.947 1.904
H 0.430 0.508 1.693
H 1.757 -2.605 0.069
H 0.259 -0.372 0.187
H -1.402 3.630 -1.332
H -0.722 2.215 -3.260
H -0.040 1.309 -2.022
H -1.946 2.080 -0.433
H 0.548 -3.263 1.102

Summary:
Spin multiplicity: 1
Total charge: 0
Gap between HOMO and LUMO in eV: 11.99



Arrangement ii

A 2-piece molecular cluster, C5H14 overall. Source: OMol25; level of theory: wB97M-V/def2-TZVPD.

Cartesian coordinates (Å):
C -2.516 -0.846 1.632
C 2.295 0.481 -1.419
C -0.633 -0.300 0.104
C -1.300 -1.410 0.784
C 2.043 1.909 -0.998
H -0.634 0.592 0.732
H 1.389 -0.262 -1.231
H -1.737 -2.134 0.100
H -0.658 -2.150 1.357
H 3.230 0.107 -1.024
H 0.485 -0.483 0.060
H 2.754 2.581 -1.153
H -3.261 -0.842 0.906
H 1.193 2.335 -1.546
H -2.435 0.202 1.993
H -1.170 0.014 -0.930
H -2.772 -1.283 2.552
H 1.880 2.012 0.082
H 2.408 0.305 -2.509

Summary:
Spin multiplicity: 1
Total charge: 0
Gap between HOMO and LUMO in eV: 11.66



Arrangement iii

A 2-piece molecular cluster, C5H14 overall. Source: OMol25; level of theory: wB97M-V/def2-TZVPD.

Cartesian coordinates (Å):
C -3.113 1.115 -1.210
C 3.041 -0.254 1.613
C -1.149 0.202 -0.066
C -2.287 -0.102 -1.042
C 2.874 -0.990 0.241
H -2.858 1.878 -2.001
H 2.850 -0.284 -0.556
H 2.047 -1.615 0.268
H 3.050 -0.974 2.442
H -3.170 1.692 -0.288
H -0.628 -0.626 0.467
H -1.534 0.784 0.770
H -2.033 -0.613 -1.933
H 4.014 0.124 1.835
H -0.336 0.783 -0.547
H 3.782 -1.499 0.019
H -2.766 -0.986 -0.421
H -4.161 0.755 -1.308
H 2.378 0.610 1.716

Summary:
Spin multiplicity: 1
Total charge: 0
Gap between HOMO and LUMO in eV: 11.87



Arrangement iv

A 2-piece molecular cluster, C5H14 overall. Source: OMol25; level of theory: wB97M-V/def2-TZVPD.

Cartesian coordinates (Å):
C 0.715 1.858 0.224
C 0.850 0.454 0.818
C -1.054 -1.034 -2.214
C -1.583 -1.463 -0.901
C 1.263 0.334 2.409
H 0.267 0.614 2.995
H 1.297 1.783 -0.744
H -0.073 -1.321 -2.411
H -0.166 -0.084 0.663
H -2.787 -1.613 -0.865
H -1.430 -0.775 -0.075
H -1.685 -1.461 -3.067
H 1.365 2.732 0.423
H -0.921 0.049 -2.462
H -0.315 2.212 0.345
H 2.069 0.985 2.736
H 1.782 -0.588 2.607
H 1.531 -0.210 0.150
H -1.126 -2.475 -0.631

Summary:
Spin multiplicity: 1
Total charge: 0
Gap between HOMO and LUMO in eV: 11.47



Decreasing stability: arrangement i, arrangement iii, arrangement ii, arrangement iv



Arrangement i

A 2-piece molecular cluster, C5H14 overall. Source: OMol25; level of theory: wB97M-V/def2-TZVPD.

Cartesian coordinates (Å):
C -0.738 -1.309 2.120
C -1.054 0.081 1.594
C 0.122 1.039 1.684
C 0.211 0.542 -2.917
C 1.181 -0.350 -2.142
H 0.209 1.552 2.642
H -0.220 1.329 -2.307
H -1.539 0.058 0.614
H 1.222 -0.105 -1.080
H 2.215 -0.285 -2.469
H 0.130 1.809 0.903
H 0.900 -1.396 -2.203
H -0.595 0.017 -3.421
H 0.168 -1.738 1.693
H 0.747 1.106 -3.674
H 1.066 0.488 1.600
H -0.599 -1.283 3.209
H -1.549 -2.011 1.927
H -1.877 0.454 2.227

Summary:
Spin multiplicity: 1
Total charge: 0
Gap between HOMO and LUMO in eV: 12.35



Arrangement ii

A 2-piece molecular cluster, C5H14 overall. Source: OMol25; level of theory: wB97M-V/def2-TZVPD.

Cartesian coordinates (Å):
C 1.336 2.354 -0.599
C 0.302 1.255 -0.254
C -0.991 1.354 -1.049
C -0.132 -2.514 1.667
C -0.461 -2.271 0.202
H 0.831 3.309 -0.434
H -1.381 -1.857 -0.208
H 1.662 2.277 -1.636
H 0.719 0.269 -0.407
H -0.473 -3.267 -0.250
H -1.538 2.301 -1.058
H -0.038 -1.617 2.282
H -0.745 -3.191 2.264
H -0.934 1.042 -2.093
H 0.098 1.396 0.809
H -1.685 0.667 -0.551
H 0.807 -3.078 1.618
H 2.210 2.368 0.052
H 0.330 -1.672 -0.242

Summary:
Spin multiplicity: 1
Total charge: 0
Gap between HOMO and LUMO in eV: 12.51



Decreasing stability: arrangement i, arrangement ii